[1]
# C10H19NSi

A single C10H19NSi molecule (wB97M-V/def2-TZVPD, the Open Molecules 2025 dataset).

ΔE to the lowest compared entry with this formula, charge and spin: 89.84 kcal/mol
HOMO level (spin up / spin down): -7.243 / -6.767 eV
LUMO level (spin up / spin down): 0.6108 / -0.2434 eV
frontier orbital gap (spin up / spin down): 7.85 / 6.52 eV

Atoms and positions in Å:
N1 0.892 1.434 1.565
H1 3.552 -0.962 -1.340
C1 2.610 -0.696 -0.945
C2 0.269 -1.591 -0.928
H2 -1.194 2.285 0.121
H3 -0.478 -2.484 -0.764
Si1 -2.020 -0.012 -0.103
H4 1.930 -2.806 -1.042
C3 2.750 0.027 0.482
H5 -3.173 -1.401 1.452
C4 1.524 0.623 0.956
H6 0.086 0.495 -1.188
H7 2.264 0.135 -1.537
C5 3.942 1.009 0.500
H8 -3.276 -1.507 -1.880
H9 -2.965 2.306 0.619
H10 -1.516 -1.573 1.794
H11 4.505 1.069 1.485
H12 3.596 1.977 0.097
H13 1.501 2.114 2.153
C6 -3.583 -0.722 -1.089
C7 -0.360 -0.370 -0.848
H14 -2.355 -0.232 2.528
H15 4.602 0.586 -0.337
C8 -2.230 -0.806 1.612
H16 2.844 -0.803 1.287
C9 -2.183 1.917 -0.086
H17 -4.310 -0.994 -0.328
H18 -3.965 0.055 -1.747
C10 1.598 -1.775 -1.066
H19 -2.492 2.397 -0.996

These are the Löwdin partial charges, in e, on atoms 1 to 6:
1. N 0.127
2. H 0.089
3. C -0.162
4. C -0.223
5. H -0.016
6. H 0.141

[2]
# C10H20AlF4NO3

A molecular structure, C10H20AlF4NO3 (wB97M-V/def2-TZVPD, the Open Molecules 2025 dataset).

HOMO level: -9.844 eV
LUMO level: -1.8013 eV
frontier orbital gap: 8.04 eV

Atoms and positions in Å:
H1 1.588 2.074 -1.853
Al1 -3.785 -5.714 -2.953
C1 -1.253 -0.073 -0.159
H2 0.164 3.589 1.104
F1 -5.397 -5.360 -2.541
H3 1.570 1.121 1.881
H4 2.861 3.714 2.147
C2 1.589 2.135 1.486
H5 -0.984 -0.068 0.910
C3 0.000 2.112 -0.326
H6 -1.538 -1.975 -2.055
H7 3.393 0.635 0.561
F2 -3.230 -7.028 -2.027
N1 0.216 2.574 1.102
F3 -2.806 -4.332 -2.618
C4 -1.287 1.368 -0.610
H8 -2.256 -0.486 -0.224
H9 -0.150 3.061 -0.836
H10 -1.493 -2.554 0.724
C5 -1.185 -3.030 -0.203
H11 -2.085 1.903 -0.101
C6 1.323 1.642 -0.904
F4 -3.678 -6.086 -4.607
H12 2.596 3.248 0.015
C7 2.345 2.194 0.138
O1 4.211 1.914 3.215
H13 1.549 0.585 -0.882
H14 -2.051 -3.563 -0.580
H15 1.477 3.509 3.188
H16 0.066 -2.524 -1.819
C8 -0.766 -2.071 -1.302
O2 3.561 1.522 0.215
O3 -0.286 -0.801 -0.842
H17 -0.429 -3.762 0.031
C9 3.115 2.142 3.527
C10 2.223 2.971 2.608
H18 -1.488 1.481 -1.667
H19 2.744 1.772 4.498
H20 -0.444 2.160 1.761

These are the Löwdin partial charges, in e, on atoms 1 to 6:
1. H 0.137
2. Al -0.128
3. C -0.246
4. H 0.187
5. F -0.207
6. H 0.170

[3]
# C10H20B3LaNO6S

A molecular structure, C10H20B3LaNO6S (wB97M-V/def2-TZVPD, the Open Molecules 2025 dataset).

total charge: +3
HOMO level: -15.796 eV
LUMO level: -14.3412 eV
frontier orbital gap: 1.45 eV

Atoms and positions in Å:
H1 -1.019 -1.984 -2.523
H2 0.503 -4.635 1.374
H3 -5.683 2.209 1.359
O1 -1.815 3.542 0.447
O2 0.446 1.954 -0.467
O3 -0.743 0.627 -1.988
H4 -2.746 0.656 -0.289
H5 -4.329 1.789 3.373
H6 0.419 -4.319 -2.057
B1 -0.706 1.283 -0.757
C1 0.031 -4.114 -1.066
H7 3.507 2.147 -1.473
H8 2.936 2.814 0.036
C2 -2.420 2.544 0.729
B2 0.281 -0.305 -1.974
H9 -1.650 0.509 1.054
O4 3.737 0.862 0.137
H10 5.661 -0.061 1.985
C3 -3.597 1.561 2.613
H11 -2.614 1.459 3.044
H12 -0.668 -2.206 -0.226
C4 2.998 1.903 -0.541
B3 1.587 1.313 -0.916
C5 -4.825 2.353 0.726
H13 1.062 -2.318 -0.363
C6 0.134 -2.593 -0.847
H14 -3.851 0.584 2.189
H15 -4.736 1.476 0.079
H16 -1.075 -4.376 -0.988
N1 -3.639 2.560 1.552
C7 5.861 0.107 0.938
C8 4.981 1.245 0.487
C9 0.008 -1.855 -2.202
H17 -4.955 3.217 0.093
O5 5.364 2.382 0.437
S1 0.990 -5.039 0.180
C10 -1.936 1.159 0.231
H18 5.557 -0.771 0.386
O6 1.533 0.172 -1.716
La1 -2.167 -5.958 -0.893
H19 0.693 -2.278 -2.927
H20 6.882 0.386 0.763

These are the Löwdin partial charges, in e, on atoms 1 to 6:
1. H 0.114
2. H -0.072
3. H 0.108
4. O 0.224
5. O 0.356
6. O 0.327

[4]
# C10H20BiO6Se4

A molecular structure, C10H20BiO6Se4 (wB97M-V/def2-TZVPD, the Open Molecules 2025 dataset).

total charge: -1
ΔE to the lowest compared entry with this formula, charge and spin: 106.72 kcal/mol
HOMO level: -2.337 eV
LUMO level: 2.6783 eV
frontier orbital gap: 5.01 eV

Atoms and positions in Å:
H1 -2.575 -3.126 0.843
O1 -1.268 -1.659 1.583
H2 -2.630 1.185 2.745
H3 -0.590 3.752 -0.675
H4 1.011 2.037 -2.831
H5 -1.760 -3.406 -1.366
O2 -1.709 0.021 -1.104
H6 -1.117 0.399 3.291
Se1 1.928 1.545 2.278
C1 -1.788 0.554 2.442
H7 0.616 -2.324 -3.123
H8 -0.137 -0.864 -2.444
H9 2.346 -0.763 -3.067
C2 -0.849 2.711 -0.459
Bi1 0.065 -0.442 0.074
O3 0.145 -2.473 -1.129
C3 -1.530 -2.850 0.686
H10 -1.785 2.439 -0.944
C4 1.267 2.169 -1.771
C5 -1.022 2.559 1.060
C6 2.474 1.296 -1.412
H11 2.912 1.649 -0.477
H12 -1.974 3.033 1.322
C7 0.583 -1.668 -2.248
O4 0.118 1.829 -1.024
C8 -2.348 -0.775 1.925
Se2 3.743 -1.731 3.110
H13 1.558 3.215 -1.626
Se3 3.487 0.607 3.715
H14 -1.928 -0.922 -1.038
H15 -2.980 -0.602 1.050
Se4 2.029 -2.409 1.700
H16 -2.932 -1.228 2.732
C9 2.019 -1.126 -2.086
O5 -1.043 1.184 1.408
O6 2.257 -0.089 -1.118
H17 2.653 -1.956 -1.771
H18 -0.873 -3.605 1.133
H19 3.196 1.388 -2.232
H20 -0.212 3.035 1.621
C10 -1.358 -2.589 -0.772

These are the Löwdin partial charges, in e, on atoms 1 to 6:
1. H 0.120
2. O -0.358
3. H 0.133
4. H 0.132
5. H 0.126
6. H 0.078

[5]
# C10H20Br10

5 unconnected molecules or ions with the total composition C10H20Br10 (wB97M-V/def2-TZVPD, the Open Molecules 2025 dataset).

ΔE to the lowest compared entry with this formula, charge and spin: 14.34 kcal/mol
HOMO level: -10.092 eV
LUMO level: 0.2739 eV
frontier orbital gap: 10.37 eV

Atoms and positions in Å:
Br1 0.777 2.230 1.668
H1 -0.401 0.181 -6.971
H2 -3.635 -3.047 4.501
H3 1.138 0.814 -6.325
C1 4.215 -1.272 -2.148
C2 -2.549 4.471 3.072
C3 -3.186 -3.590 3.675
H4 6.071 -0.308 -2.561
H5 0.339 -1.293 -5.106
C4 -0.073 -0.307 -4.911
Br2 0.978 0.448 -3.394
C5 -1.683 -3.516 3.849
C6 0.099 0.602 -6.101
H6 -1.124 -0.363 -4.647
H7 -0.622 0.208 1.925
H8 -1.531 4.771 2.850
H9 4.759 0.096 -3.754
H10 -0.276 0.328 -0.466
H11 -1.148 -3.577 2.901
C7 -2.583 3.019 3.528
H12 4.567 -1.451 -1.141
H13 -3.585 -4.596 3.613
H14 -1.273 -4.359 4.404
H15 -3.538 2.668 3.896
Br3 -1.214 -1.800 4.682
Br4 -0.846 2.311 -5.824
H16 1.034 -0.235 2.173
Br5 -3.724 4.650 1.544
H17 -2.197 2.351 2.765
Br6 4.511 1.530 -1.736
C8 0.373 0.326 1.514
Br7 4.649 -2.908 -3.152
C9 5.017 -0.111 -2.723
Br8 -3.792 -2.689 2.030
Br9 -1.311 2.909 5.043
H18 -2.906 5.091 3.891
H19 1.402 -0.217 -0.447
Br10 -0.358 -2.024 0.094
C10 0.473 -0.218 0.105
H20 3.155 -1.126 -2.314

These are the Löwdin partial charges, in e, on atoms 1 to 6:
1. Br 0.627
2. H 0.055
3. H 0.030
4. H 0.051
5. C -0.703
6. C -0.736

[6]
# C10H20CdN2O2P2

A molecular structure, C10H20CdN2O2P2 (wB97M-V/def2-TZVPD, the Open Molecules 2025 dataset).

total charge: +1
spin multiplicity: 2
ΔE to the lowest compared entry with this formula, charge and spin: 8.77 kcal/mol
HOMO level (spin up / spin down): -10.967 / -10.957 eV
LUMO level (spin up / spin down): -2.9522 / -5.6767 eV
frontier orbital gap (spin up / spin down): 8.01 / 5.28 eV

Atoms and positions in Å:
Cd1 0.557 -0.027 0.301
H1 -2.004 -1.630 -2.352
H2 -3.362 -0.161 -0.140
H3 -0.982 -3.750 -1.024
C1 -2.687 -0.118 -1.010
H4 2.326 -2.701 1.900
H5 -1.176 3.775 -0.647
H6 0.761 2.523 -3.648
C2 -0.540 3.034 -1.162
H7 0.812 1.253 -4.857
O1 -1.521 -0.354 3.250
H8 -0.293 0.723 -2.613
C3 -2.123 -1.506 -1.252
N1 -0.849 -1.714 -0.562
P1 0.817 2.588 0.027
C4 0.832 0.518 -2.831
H9 2.211 -0.959 -3.452
H10 -0.122 3.486 -2.070
H11 2.296 1.647 -3.931
O2 1.504 0.718 -1.624
H12 1.916 3.272 -0.564
H13 1.159 -4.369 -0.196
H14 0.461 3.467 1.098
C5 0.894 -3.318 -0.102
H15 -1.952 1.967 -2.455
H16 0.643 -1.119 -4.280
C6 -0.775 -0.232 2.395
C7 1.123 -0.886 -3.323
H17 0.821 -1.648 -2.599
H18 -3.257 0.199 -1.903
H19 3.154 -2.199 -0.139
N2 -1.609 0.849 -0.708
C8 -1.374 1.819 -1.519
P2 1.960 -2.117 0.648
C9 1.204 1.552 -3.879
C10 -0.361 -2.942 -0.589
H20 -2.881 -2.243 -0.920

These are the Löwdin partial charges, in e, on atoms 1 to 6:
1. Cd 1.060
2. H 0.140
3. H 0.119
4. H 0.138
5. C -0.199
6. H -0.051

[7]
# C10H20Cl20

10 unconnected molecules or ions with the total composition C10H20Cl20 (wB97M-V/def2-TZVPD, the Open Molecules 2025 dataset).

ΔE to the lowest compared entry with this formula, charge and spin: 2.56 kcal/mol
HOMO level: -10.729 eV
LUMO level: 0.2412 eV
frontier orbital gap: 10.97 eV

Atoms and positions in Å:
H1 0.614 1.419 -3.638
C1 2.781 -0.723 3.363
C2 -2.433 0.578 -4.933
Cl1 -1.921 -4.995 1.826
H2 -2.328 0.130 -3.952
H3 -1.052 3.726 3.333
Cl2 0.043 3.898 1.265
H4 -1.051 0.104 0.138
Cl3 3.928 2.834 2.006
H5 -3.199 -2.473 3.798
Cl4 2.208 -2.878 -3.243
Cl5 -2.876 2.279 -4.799
H6 1.245 2.475 -4.877
C3 1.524 1.854 -4.032
H7 2.703 2.894 -0.035
Cl6 -1.861 1.885 2.078
C4 -2.507 -1.656 3.961
Cl7 0.602 -6.502 1.436
C5 -5.206 1.290 -1.173
C6 -0.125 -4.942 1.896
Cl8 -0.355 -0.598 -2.029
Cl9 2.679 0.652 -4.631
Cl10 2.716 -3.414 -0.371
Cl11 -0.932 0.350 -5.828
C7 3.395 3.540 0.494
Cl12 -1.734 -1.914 5.538
H8 0.152 -4.753 2.924
H9 2.893 4.471 0.729
Cl13 -4.683 2.948 -1.430
H10 4.029 -2.215 -1.951
H11 0.208 -4.168 1.218
Cl14 2.241 2.836 -2.764
H12 0.196 2.473 3.098
C8 -0.199 -0.427 -0.271
H13 3.661 -0.397 3.904
H14 -6.061 1.332 -0.507
H15 -2.981 -0.685 3.896
H16 2.828 -0.430 2.319
H17 -3.200 0.071 -5.508
C9 2.972 -2.328 -1.735
C10 -0.611 3.029 2.631
Cl15 2.654 -2.490 3.428
Cl16 -1.286 -1.740 2.657
H18 2.592 -1.339 -1.499
Cl17 1.348 0.015 4.068
Cl18 -3.964 0.258 -0.398
Cl19 4.757 3.906 -0.594
H19 -5.544 0.813 -2.087
Cl20 1.305 0.427 0.117
H20 -0.164 -1.421 0.160

These are the Löwdin partial charges, in e, on atoms 1 to 6:
1. H -0.051
2. C -1.020
3. C -1.030
4. Cl 0.466
5. H -0.017
6. H 0.031